Entry 1:
Computed, not measured: one molecule with the formula C4H9NO, with ωB97M-V with the def2-TZVPD basis set.

Cartesian coordinates (Å):
H: -1.67580 -1.92180 -0.09419
O: -1.59652 -1.69107 -1.02958
H: 1.49982 -0.35969 -0.92197
C: 1.04837 1.01165 1.27478
C: -0.92794 0.56092 -0.15799
H: -0.63074 -0.36597 -2.18174
C: 0.64823 -0.80489 -0.38014
H: -1.91632 0.63515 0.31302
H: 0.52188 1.63734 2.00368
H: 0.90557 -1.83141 -0.08756
C: -0.69308 -0.62072 -1.12249
H: -0.67631 1.52941 -0.62301
H: 1.48650 1.67686 0.50434
N: 0.14005 0.04346 0.70926
H: 1.86630 0.50076 1.79361

Properties
SMILES = CN1CC(O)C1
HOMO energy = -8.838 eV
energy relative to the best compared isomer or geometry (same formula, charge and spin) = 2.113 eV
largest force on an atom = 0.0065 hartree/bohr

=====

Entry 2:
Computed, not measured: a 11-piece molecular cluster, H22O11 overall at a distorted geometry, with ωB97M-V with the def2-TZVPD basis set.

Cartesian coordinates (Å):
O: 15.91415 -14.42133 -15.50565
H: 19.69350 -12.96327 -16.54064
O: 18.35545 -12.19139 -11.24103
O: 18.55900 -12.40488 -13.86204
O: 19.98969 -9.96362 -16.65981
H: 15.42176 -13.68170 -15.14965
H: 19.35707 -10.66577 -16.81153
H: 20.94797 -16.47989 -14.38067
H: 18.92680 -12.99101 -14.52341
O: 15.89253 -9.42635 -14.10535
H: 21.64113 -12.66937 -14.56342
O: 18.00223 -11.88041 -17.05141
H: 17.82708 -12.40602 -17.83199
H: 19.02385 -11.52565 -11.07898
O: 20.32200 -13.26536 -15.88492
H: 18.09041 -16.21795 -15.15426
H: 20.73375 -15.04685 -14.81930
H: 18.42915 -12.38287 -12.17598
H: 15.27865 -9.03633 -13.48305
H: 18.78375 -7.91025 -14.24945
H: 19.99222 -9.46252 -17.47537
H: 18.17959 -11.68397 -14.36460
O: 18.91092 -8.85837 -14.21594
H: 18.12983 -15.88799 -13.67728
O: 21.40852 -15.72096 -14.73865
H: 20.85341 -13.91602 -16.34371
H: 19.51282 -9.04539 -14.93633
O: 18.50400 -15.63204 -14.52032
H: 17.18536 -11.40753 -16.89225
H: 16.67531 -14.50185 -14.93087
H: 22.26365 -12.48277 -13.19610
O: 22.39138 -12.27226 -14.12109
H: 16.75707 -9.18409 -13.77350

Properties
SMILES = O.O.O.O.O.O.O.O.O.O.O
HOMO energy = -10.309 eV
energy relative to the best compared isomer or geometry (same formula, charge and spin) = 1.331 eV
largest force on an atom = 0.0200 hartree/bohr

=====

Entry 3:
Computed, not measured: C88H192F18N11O12P2S6 as an isolated structure at a distorted geometry, with ωB97M-V with the def2-TZVPD basis set.

Cartesian coordinates (Å):
H: 3.10703 -9.54541 0.15350
H: -2.69623 4.81122 -8.65092
H: -1.93547 -5.32051 10.33716
C: 1.93232 6.17213 -2.16612
H: -0.22087 6.24881 -2.36710
H: -8.71782 4.79031 -4.23485
H: 1.01195 -6.91226 2.81023
C: 3.34451 -6.62966 0.21422
C: 3.55754 -1.41002 -5.52869
H: -4.76630 6.54357 -8.86611
H: 6.81452 -0.53564 0.49834
O: -3.66478 1.85912 -0.78849
O: -0.14657 -4.05143 0.79076
H: 2.79890 -1.10092 -3.09543
C: -4.65970 -3.61911 -2.63048
H: -3.26487 -6.01049 6.72713
C: -0.35837 -8.39543 2.09026
C: -3.56045 -1.52878 -3.12852
C: -1.63882 -7.52668 2.31009
S: -0.32424 -3.40561 -2.48701
H: -0.60785 11.24239 -1.68613
H: -3.61990 6.07434 -11.08780
H: -4.28291 -2.79800 1.78026
C: -1.25184 -5.09099 8.30148
C: -7.47172 4.30849 -6.01688
H: 1.01382 0.89772 -2.13970
H: 1.99275 1.35865 0.25939
H: -2.42623 5.07042 1.92280
C: -2.00702 -3.63291 6.45908
S: 1.25398 2.20103 4.59944
S: -4.02584 5.67828 -1.18239
C: -2.11965 6.58451 -5.66726
H: 0.51424 -1.75048 0.21608
H: 0.35825 5.18155 -1.06139
H: -0.31098 -9.02862 3.01579
C: 4.65205 -5.12965 -1.39646
H: 0.84006 4.95384 0.84844
H: -5.59072 0.49504 -1.82017
H: -0.55330 -9.07007 1.24529
C: -0.37250 8.40170 -1.18916
H: 1.97386 0.77006 -5.33387
C: -1.54305 4.54375 2.32420
F: 1.79685 -1.27717 6.14094
P: 4.24319 2.75224 -1.95796
C: 3.38346 -7.41003 1.52631
H: -1.29909 7.30213 -5.84875
H: 2.48717 -1.24138 -5.32392
H: -0.91064 -2.69368 9.22478
H: 1.73751 -0.63134 -0.38024
H: -4.65216 -0.91125 -0.58162
N: 0.16637 0.37702 0.51180
H: 4.51473 -0.18568 -7.96646
H: 4.44796 -0.70854 -2.63631
H: 5.93574 2.70231 3.44010
H: 4.48951 -4.83467 0.65734
N: 5.87876 0.94037 4.57493
N: -4.74407 -2.10860 -2.30797
H: -7.59207 -6.11933 4.94319
H: 4.38723 2.59580 -5.20006
H: -0.90402 -2.98174 4.29476
H: 5.29416 -2.14628 -4.41361
H: 0.10704 8.56273 -2.15716
H: -1.67201 11.44152 -0.34257
H: 2.04693 8.61428 -0.80972
C: -6.09498 -1.47148 -2.79723
H: -2.72760 -2.40214 -4.98777
H: 3.74224 -2.27748 -2.21353
C: -1.75293 -4.61328 5.35154
H: 4.69186 4.60326 6.82609
C: -5.57384 -2.77385 0.02891
N: 0.46808 7.23773 -0.59138
H: 6.19651 -0.83987 7.30226
C: 2.09533 -9.32611 0.51731
H: 1.27556 3.22579 -0.92357
H: 6.46620 1.39051 1.99246
H: 4.34588 0.33025 -4.56846
C: -0.58605 0.40492 -0.74946
H: 2.39220 -6.10901 0.09498
H: -6.01121 3.44694 -7.31535
C: -1.20360 -4.73133 9.79574
C: 0.51182 2.47543 -0.68528
H: -6.63141 -2.46366 -0.15091
F: -2.14635 3.28644 -2.06766
H: 1.90149 6.89149 -2.99989
H: -1.10228 1.50303 1.77618
C: 2.35478 0.26707 -8.28624
H: 0.29511 4.61218 3.33818
H: -1.93618 -2.88446 10.68702
C: 3.82817 0.64607 -7.88363
C: -1.65570 -3.25950 9.73817
H: 2.21247 0.43893 -9.33713
H: 0.32809 -10.68243 0.93709
H: -6.84174 -2.25923 -2.67243
H: 4.46715 -5.95262 -2.08601
O: -2.73088 6.18485 -0.95108
H: -1.17353 -4.42919 3.25887
H: 3.77826 -1.94423 0.72981
C: 0.10581 1.37491 -1.68638
H: -5.62649 -4.08906 -2.53506
H: -3.52831 -2.26111 -0.64271
H: -4.05253 3.70873 -8.21778
H: -2.62166 -5.29266 5.18022
C: 6.55713 -0.69531 1.54771
H: 4.21891 1.00624 3.40018
C: 6.30342 4.70490 5.39551
H: -6.76744 2.79136 -2.31082
F: 1.45005 -5.11112 4.02329
C: -3.00364 4.37722 -5.88796
F: 2.83812 2.70859 -2.80396
H: -5.86471 -1.26886 -3.85139
H: 7.80635 0.47822 3.83819
H: 5.31329 -0.37597 -5.92375
H: 1.33419 -1.30173 2.51778
H: 6.34464 1.19417 -5.77586
C: 1.82820 -10.61609 2.62405
H: -1.38947 -6.16251 8.14438
H: -2.90317 3.34110 -6.19652
C: 1.57762 1.30142 -7.45150
H: -3.74229 0.55478 2.36943
C: 5.78369 0.55613 2.00802
F: 3.43469 3.24141 -0.65151
H: -4.00173 -4.02221 -1.83121
H: -6.47146 -4.89792 4.54011
H: -2.77291 -2.93686 6.14142
H: -1.30330 9.30309 0.51141
C: 3.50907 -2.81445 2.65436
H: -5.72017 5.09507 -9.10874
C: -7.77271 5.03231 -4.69028
C: -3.61209 -5.29395 7.47907
H: -1.12515 -3.13221 6.86728
H: 0.54137 1.07681 -7.35658
H: 6.93246 -1.66206 4.48005
H: -3.72325 -5.83436 8.45013
S: -3.73471 3.02774 -1.61560
C: -2.95428 -0.09517 2.72721
H: -2.68173 6.83887 -7.73398
H: -2.54323 6.74748 -4.69628
H: -1.10675 4.85201 -4.79754
C: -6.89660 -5.42687 5.37270
H: 0.89704 -10.85020 3.13835
H: 3.03866 5.81400 -0.37882
H: 4.19560 2.95589 -6.88824
H: -3.12990 -2.40951 8.20156
H: 7.69246 3.24999 4.97115
H: -8.28944 0.29263 -3.28687
C: 0.54842 5.76372 1.48675
C: -5.24866 5.29355 -6.44413
C: 6.93543 3.24097 -5.81602
N: -1.55701 -3.40199 -1.41410
C: -0.80840 0.46513 1.69084
C: 5.86306 -0.84309 6.23377
C: -4.09260 -3.70780 -4.03322
H: -5.26016 -6.69185 5.95457
F: 4.34402 4.30733 -2.42238
H: 2.22884 2.39591 -5.68812
C: -1.96526 -0.56817 1.70496
H: -5.70760 3.44853 -5.48122
C: 1.98334 -1.05914 1.65493
C: 0.98637 1.67011 0.49468
H: 2.17243 -0.78270 -8.07532
C: -7.34089 0.80521 -3.10143
H: 5.01495 6.17566 6.04276
H: 7.02367 5.34644 5.91994
H: -0.51031 6.10627 3.30416
C: 0.51146 6.12427 -1.58854
O: -1.09367 -5.77989 -0.64258
C: 4.65364 2.27404 -6.20467
H: -0.37645 3.01175 -0.35505
H: 2.12485 7.78938 0.75859
F: -3.82841 5.60391 -2.87061
H: -1.54821 -1.52084 2.01328
F: 1.11326 3.00736 6.08237
O: 1.01916 -3.50508 -1.95683
H: 1.81607 -11.47057 0.58573
H: -2.55019 -8.12371 2.16841
C: 5.77656 2.50519 4.48203
F: 5.07158 2.27676 -3.25178
H: -0.19744 -4.90905 10.19922
H: 4.79662 -0.55866 3.56965
C: 5.15283 0.42776 3.37835
H: -8.12457 3.44424 -5.99729
H: -2.44898 -3.32291 3.67985
H: -2.01737 10.36974 -1.71065
H: 7.74012 1.15522 5.38574
C: -3.65420 -2.35004 -4.43464
H: 1.78686 -8.87634 3.70337
C: -4.93921 -4.67526 6.92648
H: 7.38177 -1.01820 2.15583
H: -6.75411 1.08361 -4.01653
N: -4.37329 4.23116 -0.83013
H: 1.02773 2.17754 1.45084
F: 5.59811 2.74846 -1.08597
C: -1.27364 10.73131 -1.02959
H: 6.39544 4.92822 4.30918
H: -0.38974 7.60544 1.34971
C: -2.82071 -3.30230 8.74159
H: -4.60404 -4.05939 6.10592
H: 2.44895 -2.96601 0.87984
H: -0.59439 -0.63946 -1.08318
F: 4.01729 1.21834 -1.47778
H: -8.01821 4.85857 -6.80157
C: -4.55137 -1.96021 -0.81720
H: -1.34188 3.86268 1.45885
H: 3.81207 -3.14700 -4.35499
H: -6.99070 4.75060 -3.94822
H: 5.43158 -6.27496 0.25203
H: 3.59511 -6.78244 2.38495
H: 4.97850 0.62063 1.27454
H: -4.91031 -3.95279 -4.72143
C: -1.65980 5.10400 -5.70112
H: -5.77117 6.04272 -7.08156
F: 3.05996 -4.09488 5.41203
C: -7.66003 2.16840 -2.49603
C: -5.89302 -5.89483 6.41713
H: 2.67602 -3.07276 3.33703
H: -3.86197 7.44876 -6.64784
H: -1.11683 6.27476 0.33621
C: 2.97763 -2.17226 1.41250
C: 2.28868 1.39941 -6.11013
H: -1.67002 -7.16257 3.35352
H: 7.93112 -1.29074 5.92537
O: -0.64154 -4.05683 -3.68373
H: -3.76499 -0.45868 -3.30950
C: -0.29813 5.26569 2.67058
H: -1.36591 7.91701 -1.30509
O: -5.10409 6.50664 -0.88693
H: 5.61952 -4.74327 -1.64335
F: 1.21798 -6.72875 5.67601
F: -2.56837 -4.27004 0.50604
H: 2.08900 5.17854 -2.56624
F: -0.35868 -1.84977 -2.91709
H: -2.38120 -0.84547 0.73090
H: 5.78020 -1.40825 1.57945
H: -1.62131 0.71064 -0.60734
F: 3.19418 -6.25640 4.50687
H: 4.16964 -2.23346 3.31087
H: 3.63343 -1.91994 -6.46830
F: 3.09363 -5.89178 6.66644
C: -6.47407 -0.05131 -2.14726
H: 3.46214 -9.25761 3.22385
H: 1.58383 2.26968 -7.95709
C: 0.93620 -7.54724 1.91301
C: 4.20337 -2.13039 -4.33142
N: 2.16707 -8.34865 1.67300
C: -3.75138 4.74578 -8.26792
H: 3.40584 -7.38646 -0.58984
P: 2.20825 -5.47127 5.47647
S: -1.08587 -4.37497 -0.25576
F: 1.08339 -4.62727 6.28628
H: -5.47114 -3.88105 -0.18039
H: -5.95603 -3.29461 2.01043
C: 2.41267 -9.24211 2.91628
C: -1.55006 -3.81690 4.07528
C: 1.90610 7.68463 -0.31006
H: 6.52587 3.66108 -4.92013
H: 6.31559 1.97015 -7.43526
C: 6.72198 3.22601 5.40247
C: -4.26928 5.36730 -10.62980
C: -4.70399 5.47680 -9.17620
H: 0.84679 -6.94285 1.02674
C: 1.07999 -0.81650 0.44804
H: -2.43759 0.40476 3.54003
H: 4.18817 0.60852 5.66994
O: 2.13674 3.02340 3.82906
C: -5.31052 -2.57494 1.53788
H: -0.22411 0.39172 2.60294
H: -1.71389 -6.66622 1.68145
H: -3.93945 4.36319 -10.83427
C: 4.29565 -0.10439 -5.57101
H: 5.53667 1.37663 6.47721
H: 4.04918 4.93848 5.26230
H: 4.10582 -3.68088 2.39631
H: 4.72595 2.71441 4.67632
H: 5.22551 -1.72105 6.10961
H: -0.53127 1.74500 -2.47773
C: 1.41696 -10.56841 1.09621
O: -0.10973 2.13209 4.09682
H: 1.43946 6.20189 1.90557
N: 1.96474 0.87076 5.10734
H: -3.23597 -4.34762 -4.13754
C: 4.54368 -5.69986 -0.01510
N: 3.79480 1.03162 -6.45175
O: -4.35310 2.89532 -2.93987
H: -5.60477 -4.11284 7.62304
C: 2.80474 6.66744 -1.02085
S: 0.79850 -0.23352 5.61542
C: -0.22691 6.76542 0.71956
C: 7.09905 -0.96311 5.30555
C: 4.90880 5.11377 5.91855
H: -0.36199 -4.85676 7.71369
C: 6.11052 2.08055 -6.38234
H: -3.69695 -3.59178 9.34822
H: -0.87931 -5.18682 5.68393
H: -1.02776 4.89148 -6.56223
O: 0.04871 -0.83243 4.50503
H: 7.06188 4.05355 -6.50633
H: 3.85159 -4.48025 -1.57081
C: -6.06830 3.99765 -6.37288
C: 5.27088 0.53130 5.85817
H: 7.91277 2.82440 -5.48443
H: -7.08028 -0.30932 -1.28603
H: -8.29136 2.79256 -3.15683
N: -3.80985 5.24149 -6.87874
H: -6.40312 -6.32008 7.27352
H: 2.55549 -0.16005 1.83719
H: -5.59579 -1.58619 1.91355
H: -4.34900 -1.79755 -5.06710
H: -2.64883 -1.56869 -2.55009
C: -3.15462 6.62916 -6.76991
H: -3.59706 -0.85960 3.20352
H: 0.34873 9.95301 0.09120
C: 7.26756 0.42526 4.78728
H: -5.17468 5.37340 -11.24733
O: 0.03323 0.19430 6.75010
H: 4.21709 -8.10403 1.42411
H: 1.58154 -8.81820 -0.30623
H: -7.79393 6.12611 -4.75742
C: -0.61805 9.56745 -0.27066
C: 3.78735 -1.54274 -3.00242
H: 3.78546 7.02825 -1.39150
H: -7.51008 -4.58058 5.72871
H: -1.77059 3.82751 3.13385
H: 2.42521 -11.46323 2.88751
N: -2.49420 -4.35810 7.72555
H: 6.83469 2.84865 6.41706
H: -5.26173 5.71209 -5.45565
H: -3.55195 4.39450 -4.94874
H: -8.20646 2.06461 -1.51007
H: 4.13978 1.50145 -8.46205

Properties
HOMO energy = -14.143 eV
total charge = +3
largest force on an atom = 0.1024 hartree/bohr